1.
{"formula": "C24H82N6O14", "method": "ωB97M-V/def2-TZVPD", "homo_energy_ev": -9.168, "orbital_gap_ev": 9.6622, "total_charge": 0, "e_tot_ha": -2345.36861, "e_above_lowest_kj_mol": 141.5, "symbols": ["C", "C", "C", "O", "C", "N", "H", "H", "H", "H", "H", "H", "H", "H", "H", "H", "H", "C", "C", "C", "O", "C", "N", "H", "H", "H", "H", "H", "H", "H", "H", "H", "H", "H", "C", "C", "C", "O", "C", "N", "H", "H", "H", "H", "H", "H", "H", "H", "H", "H", "H", "C", "C", "C", "O", "C", "N", "H", "H", "H", "H", "H", "H", "H", "H", "H", "H", "H", "C", "C", "C", "O", "C", "N", "H", "H", "H", "H", "H", "H", "H", "H", "H", "H", "H", "C", "C", "C", "O", "C", "N", "H", "H", "H", "H", "H", "H", "H", "H", "H", "H", "H", "O", "H", "H", "O", "H", "H", "O", "H", "H", "O", "H", "H", "O", "H", "H", "O", "H", "H", "O", "H", "H", "O", "H", "H"], "coordinates": [[-3.4828, 3.1644, 1.6569], [-2.6405, 2.4871, 2.8526], [-3.5504, 2.1805, 4.0258], [-2.9157, 1.8173, 5.2366], [-3.7997, 1.3321, 6.1984], [-1.8666, 1.3513, 2.4273], [-2.7271, 3.6034, 0.9892], [-4.0723, 4.0266, 1.9218], [-4.0956, 2.4629, 1.0639], [-2.0241, 3.3332, 3.1875], [-4.1308, 1.2969, 3.7397], [-4.3268, 3.0259, 4.0905], [-3.2829, 1.5588, 7.0903], [-3.9888, 0.2469, 6.0519], [-4.7039, 1.8923, 6.2103], [-1.4145, 1.4487, 1.5723], [-1.1708, 1.0848, 3.1532], [1.9603, 2.1890, 8.1211], [1.0834, 2.7727, 7.0348], [1.7660, 2.9404, 5.7396], [0.8231, 3.0818, 4.7015], [1.4157, 3.3932, 3.4536], [-0.1170, 1.8430, 7.0039], [2.8138, 2.8507, 8.3225], [2.3779, 1.1937, 7.9429], [1.3387, 2.2063, 9.0079], [0.6595, 3.7474, 7.3515], [2.3338, 2.0294, 5.5757], [2.4367, 3.7706, 5.7680], [2.1895, 2.6197, 3.1826], [2.0152, 4.3362, 3.5191], [0.6186, 3.4797, 2.6668], [-0.7412, 2.0443, 6.2324], [0.3234, 0.9356, 6.6673], [2.8222, -5.6306, -1.3912], [1.6811, -5.0541, -0.5960], [1.6218, -5.6377, 0.8615], [1.4761, -7.0232, 0.8518], [0.1555, -7.4717, 0.5487], [1.7766, -3.6056, -0.4907], [2.7560, -6.6768, -1.6786], [3.6778, -5.5212, -0.7651], [3.0913, -5.0315, -2.3344], [0.8124, -5.2711, -1.1897], [0.8925, -5.1771, 1.5107], [2.5829, -5.4580, 1.3551], [0.0679, -8.4432, 0.9616], [-0.2198, -7.3472, -0.5223], [-0.5232, -6.8671, 1.1433], [0.9084, -3.1049, -0.4095], [2.2606, -3.1573, -1.2859], [0.9606, -4.4239, -4.5345], [1.1321, -2.9430, -4.7826], [2.5596, -2.3912, -4.6776], [3.1460, -2.6740, -3.4498], [4.1471, -1.7472, -3.0484], [0.4722, -2.4167, -6.0407], [1.2231, -4.9932, -5.4340], [-0.0834, -4.7147, -4.3453], [1.6523, -4.5977, -3.6849], [0.7098, -2.3371, -3.9375], [2.6327, -1.3051, -4.8489], [3.2167, -2.8395, -5.4624], [4.1044, -1.5940, -2.0136], [3.9121, -0.7637, -3.5087], [5.1533, -2.0811, -3.4943], [1.0910, -2.5772, -6.8496], [-0.3721, -2.8896, -6.2492], [1.0220, -0.2930, -1.7964], [0.0214, 0.6715, -1.2815], [-1.3475, 0.0986, -1.2651], [-1.7152, -0.3924, -2.5947], [-2.9575, -1.1646, -2.6325], [0.3204, 1.1657, 0.0677], [0.9420, -0.6276, -2.8077], [1.0625, -1.1316, -1.0938], [2.0060, 0.1160, -1.6778], [0.0847, 1.5432, -1.9867], [-2.0531, 0.8344, -0.9310], [-1.3552, -0.7060, -0.5053], [-3.7842, -0.5161, -2.1896], [-2.8595, -2.1058, -2.0554], [-3.2209, -1.4349, -3.7132], [0.6006, 0.3522, 0.6219], [1.0417, 1.8992, 0.1015], [0.1772, 4.7070, -5.1013], [-0.5510, 3.8282, -4.0391], [-0.7556, 4.4814, -2.6361], [0.4880, 4.9443, -2.1266], [0.2981, 5.4438, -0.7893], [-1.9170, 3.3774, -4.3850], [-0.1197, 5.8091, -5.0047], [-0.0245, 4.4715, -6.1076], [1.2424, 4.8212, -4.9538], [0.0402, 2.9392, -3.8562], [-1.1800, 3.6948, -2.0255], [-1.5104, 5.2862, -2.6842], [-0.1979, 6.4519, -0.7837], [1.2611, 5.5619, -0.2947], [-0.3538, 4.7348, -0.2658], [-1.9380, 2.5193, -4.9967], [-2.4553, 4.1438, -4.8000], [2.8809, -1.7502, 1.1592], [2.3583, -2.3377, 0.5174], [2.9687, -0.9572, 0.6541], [-1.5722, -3.7972, -0.3762], [-2.0067, -4.5330, 0.0767], [-1.3102, -3.1724, 0.3040], [0.9846, -2.1619, 3.2632], [1.7819, -1.9652, 2.7079], [1.3093, -2.8000, 3.8623], [-1.2040, -2.0003, 1.5486], [-2.0528, -1.6812, 1.8940], [-0.6090, -2.1676, 2.3059], [-3.4743, -0.9247, 2.8493], [-3.1225, 0.0124, 2.7443], [-4.3820, -0.9567, 2.5827], [2.9715, 3.2210, -2.1724], [3.2113, 3.0539, -3.0595], [2.0217, 3.4270, -2.2003], [-0.4558, 0.4837, -5.1556], [-0.0394, -0.3051, -5.4982], [-1.0219, 0.1702, -4.4689], [-3.5932, 2.2033, -2.3213], [-3.1136, 2.6480, -3.0622], [-3.4444, 2.7865, -1.5324]], "forces_ev_per_a": [[1.5, -1.2, 0.0], [-0.8, 2.3, -0.2], [-1.8, -0.4, -0.5], [0.8, 1.2, -1.6], [0.4, -0.9, -0.4], [-0.7, -1.0, 2.7], [-0.1, -0.4, -0.1], [-0.4, 0.0, 0.7], [0.2, 0.1, 0.4], [0.3, -0.1, 0.1], [-0.4, 0.0, -0.1], [1.2, -0.8, 0.5], [0.3, -0.4, 1.4], [0.0, 0.6, 0.2], [-1.1, 0.4, -0.1], [1.1, 0.3, -1.9], [-0.7, 0.3, -0.8], [0.6, 1.2, 0.4], [-2.5, -0.5, 1.1], [-0.2, -1.0, -0.9], [-0.3, 0.4, -0.6], [0.8, 0.0, -0.2], [1.9, -1.3, -0.9], [0.0, -0.1, 0.0], [-0.4, 0.0, -0.3], [0.1, -0.4, 0.3], [0.4, -0.4, 0.0], [0.5, -0.3, -0.3], [0.7, 0.8, 0.0], [-0.9, 0.4, 0.0], [-0.6, -0.3, -0.1], [0.8, -0.2, 0.8], [-0.1, 0.5, -0.2], [-0.9, 1.0, 0.7], [1.2, 1.1, -1.2], [-0.7, 0.1, 0.4], [0.9, 0.1, -1.2], [-0.5, -1.0, -0.5], [-0.2, 1.7, -0.4], [1.2, 1.3, -0.6], [-0.4, 0.0, 0.2], [1.1, -0.1, 0.4], [-0.7, -0.7, 1.3], [-1.0, -0.4, 0.2], [-0.7, 0.4, -0.1], [0.1, 0.1, -0.3], [0.0, -1.2, -0.2], [1.0, -0.5, 1.1], [-0.4, 0.3, 0.2], [-0.8, -0.6, -0.1], [-0.4, -0.8, 0.2], [0.5, 0.2, 0.0], [-1.1, 2.2, 0.2], [1.1, -0.5, -2.0], [-0.3, -0.1, 1.4], [0.7, 0.0, -3.3], [2.3, 0.4, 0.5], [0.5, 0.0, 0.2], [0.4, 0.3, 0.4], [-0.7, -0.7, -0.5], [-0.5, -0.9, -0.5], [-0.7, -0.2, -0.1], [-0.3, 0.1, 0.0], [0.4, -0.3, 1.6], [0.2, -0.3, 0.2], [-1.2, 0.5, 1.1], [-0.3, 0.1, 0.5], [-0.9, -0.6, 0.1], [1.2, -0.9, 1.2], [0.4, 2.0, -1.3], [-1.1, -1.3, -0.6], [-0.4, -0.4, 0.6], [-0.3, 0.8, 0.1], [0.0, -0.1, 0.2], [-0.5, -0.2, -0.5], [-0.3, -0.4, -0.3], [0.7, 0.6, -0.2], [-0.5, -0.4, 0.6], [-0.6, 0.5, 0.0], [-0.1, -0.1, -0.4], [0.9, -0.9, -0.6], [0.1, 0.5, -0.2], [0.6, 0.6, 1.4], [0.1, 0.5, 0.2], [-0.3, -0.8, -0.2], [-0.8, 2.4, 2.0], [-0.4, 0.5, 0.3], [0.6, 0.1, -1.4], [-0.5, 0.2, 0.8], [-0.4, 0.5, -0.6], [0.0, -0.7, -1.0], [-0.2, -1.3, 0.0], [-0.3, -0.8, -1.1], [0.4, -0.6, 0.2], [0.1, -0.3, -0.2], [0.0, -0.3, 0.5], [0.3, 0.0, -0.1], [0.3, -0.8, -0.2], [0.0, -0.3, -0.1], [0.2, 0.1, 0.3], [0.3, 1.5, 0.6], [0.3, -0.5, -0.1], [-0.8, -0.9, -0.3], [1.0, -0.2, 1.1], [0.3, 1.1, -0.2], [-0.2, -1.0, -1.0], [0.2, 0.4, -0.1], [-0.1, 0.5, 0.9], [0.4, 1.1, -1.3], [-0.7, 0.1, 0.0], [0.3, -1.2, 1.2], [0.5, 0.0, 0.1], [-0.1, 0.0, 0.2], [-0.1, 0.2, -0.2], [1.1, 0.5, 0.3], [-0.1, -1.0, -0.3], [-0.7, 0.1, -0.3], [-0.7, 0.1, 1.6], [0.4, -0.3, -1.5], [0.3, 0.3, 0.0], [0.5, 1.0, -0.7], [0.3, -0.7, -0.4], [-0.7, -0.4, 1.2], [0.2, 1.0, 0.9], [0.0, -0.2, 0.5], [-0.2, -0.8, -1.2]]}

***

2.
{"formula": "C24H82N6O14", "method": "ωB97M-V/def2-TZVPD", "homo_energy_ev": [-10.344, -10.344], "orbital_gap_ev": [7.5845, 1.7339], "multiplicity": 2, "total_charge": 1, "e_tot_ha": -2344.95338, "s_squared": 0.756, "e_above_lowest_kj_mol": 0.0, "symbols": ["C", "C", "C", "O", "C", "N", "H", "H", "H", "H", "H", "H", "H", "H", "H", "H", "H", "C", "C", "C", "O", "C", "N", "H", "H", "H", "H", "H", "H", "H", "H", "H", "H", "H", "C", "C", "C", "O", "C", "N", "H", "H", "H", "H", "H", "H", "H", "H", "H", "H", "H", "C", "C", "C", "O", "C", "N", "H", "H", "H", "H", "H", "H", "H", "H", "H", "H", "H", "C", "C", "C", "O", "C", "N", "H", "H", "H", "H", "H", "H", "H", "H", "H", "H", "H", "C", "C", "C", "O", "C", "N", "H", "H", "H", "H", "H", "H", "H", "H", "H", "H", "H", "O", "H", "H", "O", "H", "H", "O", "H", "H", "O", "H", "H", "O", "H", "H", "O", "H", "H", "O", "H", "H", "O", "H", "H"], "coordinates": [[-20.2110, -3.4202, -2.6521], [-18.8526, -2.8768, -3.1014], [-18.8020, -1.3377, -3.2837], [-18.5788, -0.7158, -2.0243], [-19.2863, 0.4896, -1.7159], [-17.7501, -3.2956, -2.2201], [-20.2471, -4.4990, -2.5001], [-20.9964, -3.1059, -3.3394], [-20.4249, -2.9919, -1.6729], [-18.6021, -3.1521, -4.1258], [-19.7677, -1.0086, -3.6673], [-17.9868, -1.0438, -3.9450], [-18.6242, 1.1871, -1.2029], [-20.1649, 0.3047, -1.0978], [-19.6263, 0.9220, -2.6569], [-17.9295, -2.6363, -1.4763], [-17.7971, -4.2479, -1.8869], [-24.8642, -10.8883, -2.8414], [-24.8547, -11.1534, -1.4200], [-23.4524, -11.2648, -0.6795], [-22.9758, -12.4981, -1.1371], [-21.7172, -12.6889, -0.5655], [-25.4738, -9.9466, -0.7473], [-24.1526, -10.0732, -2.9725], [-25.8112, -10.5249, -3.2404], [-24.6385, -11.7754, -3.4332], [-25.3450, -12.0760, -1.1095], [-23.5644, -11.1565, 0.3994], [-22.8518, -10.4527, -1.0892], [-20.9552, -11.9615, -0.8453], [-21.3360, -13.6635, -0.8704], [-21.7749, -12.7096, 0.5228], [-26.3957, -9.9110, -1.1581], [-25.6894, -10.1560, 0.2170], [-9.1735, -6.1046, -1.8037], [-10.3624, -5.1576, -1.9204], [-11.1077, -4.9856, -0.5250], [-11.8518, -6.2023, -0.0691], [-12.6172, -6.0852, 1.1536], [-9.9835, -3.8271, -2.3785], [-9.5360, -6.9937, -1.2878], [-8.4616, -5.5926, -1.1563], [-8.7491, -6.3296, -2.7822], [-10.9708, -5.6414, -2.6845], [-11.7787, -4.1267, -0.5371], [-10.3270, -4.8289, 0.2194], [-13.2512, -6.9718, 1.1482], [-13.2703, -5.2126, 1.1667], [-12.0659, -6.0371, 2.0926], [-10.8002, -3.2627, -2.5644], [-9.5392, -4.0070, -3.2675], [-11.5312, -11.3853, 3.1162], [-11.9646, -12.2716, 1.9600], [-13.5137, -12.0274, 1.5308], [-13.7437, -10.6522, 1.3543], [-15.0394, -10.2233, 1.2638], [-10.9873, -12.1126, 0.8984], [-12.4163, -11.4078, 3.7519], [-11.2947, -10.3566, 2.8439], [-10.6778, -11.8171, 3.6389], [-12.0668, -13.3247, 2.2217], [-14.1168, -12.4329, 2.3432], [-13.7065, -12.5161, 0.5757], [-15.1408, -9.3565, 1.9168], [-15.6876, -11.0884, 1.4039], [-15.1985, -9.8593, 0.2488], [-11.1577, -11.2437, 0.4125], [-11.1009, -12.8468, 0.2141], [-15.0634, -9.1341, -4.2279], [-13.5862, -9.3951, -4.8118], [-12.7014, -9.9804, -3.6917], [-12.5885, -9.2545, -2.4045], [-11.5874, -9.8823, -1.6218], [-13.8011, -10.3533, -5.8885], [-15.0320, -8.2999, -3.5270], [-15.5526, -9.9594, -3.7104], [-15.7808, -8.9050, -5.0159], [-13.2353, -8.4163, -5.1386], [-11.7373, -10.1727, -4.1623], [-13.2015, -10.9459, -3.6159], [-11.9435, -10.7665, -1.0932], [-11.2345, -9.1369, -0.9092], [-10.7211, -10.2283, -2.1857], [-13.0392, -10.8582, -6.3184], [-14.1477, -9.8255, -6.6768], [-19.8209, -9.1860, 1.1558], [-19.7070, -7.6343, 1.0884], [-18.5380, -7.0489, 0.1822], [-17.3170, -7.5126, 0.7324], [-16.2044, -7.3096, -0.1517], [-20.9971, -7.2189, 0.6243], [-19.9959, -9.6508, 0.1855], [-20.6983, -9.4768, 1.7335], [-18.9009, -9.6751, 1.4757], [-19.4583, -7.3896, 2.1210], [-18.6035, -5.9609, 0.1674], [-18.5185, -7.4896, -0.8145], [-16.2120, -7.8940, -1.0718], [-15.2608, -7.4316, 0.3801], [-16.1585, -6.2516, -0.4100], [-21.5485, -7.3258, 1.4638], [-20.8348, -6.2222, 0.6095], [-23.5941, -8.5542, 1.4688], [-23.2000, -7.9838, 0.8088], [-24.2872, -9.0197, 1.0006], [-23.2569, -10.7342, 3.2860], [-24.1886, -10.9438, 3.2205], [-23.1881, -9.8397, 2.9522], [-22.8259, -4.9240, -0.7824], [-22.8090, -5.8073, -0.4141], [-23.2668, -5.0241, -1.6261], [-20.6926, -4.5128, 3.4967], [-20.5528, -4.4274, 2.5536], [-21.2984, -5.2487, 3.5839], [-22.2819, -6.7409, 3.4840], [-21.7291, -7.4149, 3.8793], [-23.1003, -7.1923, 3.2776], [-20.6901, -3.9617, 0.5850], [-21.4818, -3.9466, 0.0472], [-20.4376, -3.0420, 0.6664], [-13.4884, -6.7200, -2.1748], [-12.9123, -7.3556, -2.5994], [-13.1228, -6.6139, -1.2965], [-20.9140, -10.7848, 4.7915], [-20.3628, -10.0251, 4.6038], [-21.5150, -10.8347, 4.0482]], "forces_ev_per_a": [[0.1, 0.8, 0.1], [0.5, -0.3, -0.9], [-0.4, -0.2, 1.3], [-0.1, 0.2, 0.8], [0.1, -0.5, -0.9], [-0.3, 1.3, -0.5], [0.2, 0.0, -0.3], [-0.1, -0.1, -0.1], [-0.1, 0.1, 0.0], [-0.3, -0.8, -0.2], [0.0, 0.0, -0.4], [0.0, -0.1, -0.2], [0.1, -0.1, -0.1], [0.0, -0.2, 0.1], [0.0, 0.4, 0.1], [0.8, -0.3, 0.9], [-0.4, 0.0, -0.1], [0.6, 0.2, -1.8], [0.4, 0.7, 4.6], [-2.2, 0.2, -3.1], [0.8, 0.2, 0.7], [0.9, -1.3, 0.2], [-0.3, -0.7, -0.5], [0.2, -0.1, -0.7], [-0.3, 0.0, 0.4], [0.5, 0.2, 0.0], [-0.4, -0.1, -0.3], [0.1, -0.4, 0.2], [0.4, 0.3, 0.3], [-0.2, 0.4, -0.2], [-0.1, -0.1, -0.1], [-0.1, 0.1, 0.2], [-0.3, 0.6, -0.1], [0.0, -0.4, 0.3], [-0.3, 1.0, 0.8], [-1.3, -0.7, 0.7], [0.2, -1.3, -0.1], [0.6, 1.1, 0.0], [0.0, 0.1, -0.8], [0.5, -0.4, 0.3], [0.2, -0.2, -0.2], [0.5, -0.3, -0.1], [0.1, -0.1, 0.1], [-0.9, 0.0, 0.3], [-0.1, -0.1, -0.1], [0.1, 0.3, 0.1], [0.1, 0.0, 0.2], [-0.1, 0.2, -0.3], [0.6, -0.2, -0.2], [-0.2, 0.0, -0.1], [0.3, 0.5, -0.2], [-1.0, -0.1, 0.6], [1.8, -0.1, -0.5], [-0.3, 2.0, -0.8], [3.6, -1.6, 0.2], [-1.5, 0.5, -0.5], [-3.8, -0.7, 0.2], [0.3, 0.4, 0.5], [-0.2, -0.1, -0.2], [-0.1, -0.1, -0.1], [0.5, -0.1, 0.1], [0.0, -0.2, 0.1], [0.3, -0.5, 0.1], [-0.6, -0.3, 0.3], [-0.6, 0.5, 0.5], [-0.1, 0.0, -0.2], [1.0, 1.1, 0.1], [0.9, -0.6, -0.3], [0.9, 0.4, -0.1], [-2.4, 0.7, 1.8], [-0.7, -0.2, -0.9], [0.5, -1.9, -1.9], [0.2, 0.9, -0.1], [0.1, -0.1, -0.5], [0.0, 0.1, 0.0], [0.6, -0.5, 0.0], [0.3, 0.3, -0.3], [0.3, 0.0, -0.1], [0.5, 0.2, 0.5], [0.2, -0.4, 1.0], [-0.7, -0.3, 0.1], [-0.1, 0.0, 0.2], [0.0, 0.2, -0.4], [0.8, 0.1, 0.6], [-0.5, 0.0, 0.0], [0.9, 0.0, -1.0], [1.9, -2.6, -0.8], [-0.6, -1.8, 0.8], [1.1, -0.2, 0.1], [-0.3, 1.2, 0.7], [-0.1, 1.5, 0.3], [-0.2, 0.4, -0.4], [0.2, 0.0, 0.4], [-0.1, 0.1, 0.6], [-0.1, 0.8, 0.1], [0.0, 0.2, -0.1], [-0.9, 0.3, -0.4], [-0.2, -0.2, 0.0], [-0.2, -0.6, 0.2], [-0.2, 0.2, -0.4], [-0.5, 0.1, 0.2], [-0.7, 0.8, -0.4], [0.0, 0.1, 0.7], [0.3, 0.0, -0.4], [-0.3, 0.0, -0.4], [0.1, -0.3, 0.0], [-0.2, -0.2, 0.1], [-0.1, 0.4, -0.4], [-0.2, 0.2, 0.0], [0.2, -0.3, 0.1], [-0.1, 0.1, -0.3], [0.5, 0.3, 0.4], [-0.1, 0.1, -0.4], [-0.3, -0.1, 0.0], [0.1, -0.2, -0.1], [0.2, -0.2, 0.3], [-0.5, -0.1, -0.1], [0.6, 0.0, 0.4], [-0.6, -0.2, -0.4], [0.2, 0.2, 0.2], [-0.9, 0.4, -0.6], [0.1, -0.2, 0.1], [0.5, 0.2, 0.3], [0.4, 0.1, 0.3], [0.3, 0.1, 0.0], [-0.5, -0.3, -0.1]]}